Formula: C4H10N2O2
Source: the Open Molecules 2025 dataset
Level of theory: ωB97M-V/def2-TZVPD

The geometry in XYZ format:
```
18
C4H10N2O2, DFT ωB97M-V/def2-TZVPD
C 0.36987 -0.78897 -0.39675
C -0.69175 -1.65024 0.28348
C -2.10206 -1.09527 0.12410
N -2.49127 -1.13721 -1.29973
N 0.24104 0.65271 -0.10637
C 1.37532 1.36456 0.27890
O 1.92831 0.92048 1.42942
O 1.83767 2.30168 -0.30448
H 0.39327 -0.94659 -1.47198
H 1.33450 -1.11376 0.00900
H -0.42945 -1.83124 1.32331
H -0.70399 -2.58534 -0.29042
H -2.77410 -1.68641 0.73926
H -2.11175 -0.07248 0.48731
H -2.79037 -0.20712 -1.58332
H -3.32184 -1.72191 -1.39794
H -0.33602 1.11694 -0.78846
H 1.35152 0.24420 1.82756
```

Computed properties:
- SMILES string: NCCCNC(=O)O
- HOMO energy: -9.69 eV
- Frontier orbital gap: 10.3 eV
- Net charge: 0
- LUMO level: 0.61 eV
- Energy relative to the best compared isomer or geometry (same formula, charge and spin): 1.2696 eV